Record 1
Here is a molecular structure, C57H54N2O2P2SV in a non-equilibrium geometry from OMol25. Energies are from the ωB97M-V functional and the def2-TZVPD basis.

LUMO (spin up / spin down) in eV: -4.538 / -4.758
HOMO-LUMO gap (spin up / spin down) in eV: 7.92 / 7.77

The geometry in ORCA input format:
```
! wB97M-V def2-TZVPD RIJCOSX def2/J DEFGRID3
* xyz 2 4
V -0.221 0.234 -0.106
C 5.401 1.541 4.405
C 4.846 0.500 3.419
C 5.805 -0.705 3.354
C 4.726 1.124 2.027
C 5.791 1.795 1.433
C 5.695 2.357 0.167
C 4.507 2.262 -0.540
C 3.422 1.597 0.016
P 1.888 1.301 -0.933
C 2.500 0.036 -2.117
C 2.470 -1.283 -1.656
C 3.002 -2.317 -2.416
C 3.566 -2.041 -3.656
C 3.619 -0.731 -4.116
C 3.100 0.306 -3.347
C 1.629 2.848 -1.860
C 1.116 2.854 -3.158
C 0.848 4.057 -3.809
C 1.067 5.263 -3.157
C 1.550 5.266 -1.851
C 1.827 4.066 -1.206
C 3.567 1.027 1.276
O 2.477 0.326 1.723
C 2.379 -0.048 3.039
C 1.121 -0.487 3.436
C 0.954 -0.887 4.755
C 2.022 -0.850 5.637
C 3.260 -0.400 5.199
C 3.471 0.023 3.890
P -0.292 -0.520 2.262
C -1.501 0.529 3.160
C -1.449 1.894 2.882
C -2.208 2.803 3.610
C -3.039 2.353 4.623
C -3.102 0.994 4.912
C -2.334 0.087 4.191
C -0.879 -2.249 2.416
C 0.060 -3.267 2.563
C -0.338 -4.602 2.554
C -1.677 -4.931 2.396
C -2.619 -3.923 2.234
C -2.220 -2.591 2.231
H 6.390 1.886 4.093
H 5.513 1.115 5.405
H 4.738 2.409 4.471
H 6.803 -0.387 3.031
H 5.441 -1.458 2.649
H 5.900 -1.175 4.340
H 6.733 1.874 1.971
H 6.549 2.866 -0.267
H 4.423 2.713 -1.525
H 2.056 -1.504 -0.680
H 2.985 -3.336 -2.039
H 3.984 -2.846 -4.257
H 4.079 -0.510 -5.074
H 3.182 1.322 -3.708
H 0.930 1.919 -3.675
H 0.476 4.051 -4.830
H 0.871 6.201 -3.667
H 1.721 6.206 -1.337
H 2.213 4.082 -0.193
H -0.017 -1.234 5.099
H 1.891 -1.167 6.667
H 4.089 -0.380 5.902
H -0.783 2.260 2.112
H -2.143 3.864 3.391
H -3.628 3.060 5.198
H -3.743 0.640 5.712
H -2.385 -0.964 4.440
H 1.107 -3.023 2.707
H 0.402 -5.384 2.683
H -1.988 -5.971 2.400
H -3.668 -4.174 2.106
H -2.963 -1.818 2.084
O -1.092 1.543 -0.971
C -1.761 2.421 -1.599
C -2.247 2.156 -2.969
C -3.804 2.142 -2.916
C -4.444 1.782 -1.551
C -4.529 2.938 -0.535
C -3.200 3.269 0.120
N -2.182 3.501 -0.965
H -1.838 1.209 -3.312
H -1.888 2.934 -3.643
H -4.137 1.430 -3.670
H -4.185 3.117 -3.230
H -3.912 0.935 -1.098
H -5.456 1.432 -1.747
H -5.248 2.700 0.252
H -4.912 3.828 -1.047
H -2.848 2.455 0.736
H -3.263 4.151 0.750
H -2.507 4.196 -1.626
N -0.843 -1.645 -0.703
S -2.209 -1.590 -1.550
C -3.159 -3.018 -1.208
C -2.597 -4.279 -1.366
C -3.379 -5.385 -1.098
C -4.704 -5.222 -0.691
C -5.251 -3.955 -0.539
C -4.471 -2.831 -0.796
C -1.806 -1.842 -3.276
C -2.736 -2.381 -4.163
C -2.378 -2.514 -5.498
C -1.120 -2.107 -5.935
C -0.215 -1.550 -5.043
C -0.556 -1.409 -3.702
H -0.351 -2.527 -0.793
H -1.571 -4.401 -1.704
H -2.962 -6.378 -1.215
H -5.313 -6.097 -0.496
H -6.281 -3.838 -0.222
H -4.881 -1.830 -0.679
H -3.720 -2.698 -3.827
H -3.085 -2.944 -6.199
H -0.845 -2.231 -6.977
H 0.764 -1.225 -5.383
H 0.154 -0.992 -3.005
*
```

Record 2
Here is a molecular structure, C57H57CaClFN7OP2S2 in a non-equilibrium geometry from OMol25. Energies are from the ωB97M-V functional and the def2-TZVPD basis.

LUMO in eV: 0.138
Relative energy (zero: lowest compared OMol25 entry of this formula, charge and spin) in kJ/mol: 0.0
HOMO-LUMO gap in eV: 6.63

The geometry in ORCA input format:
```
! wB97M-V def2-TZVPD RIJCOSX def2/J DEFGRID3
* xyz 0 1
Ca -1.044 0.118 -0.222
O 1.641 -3.300 -0.009
S 1.776 -1.960 0.675
C 3.530 -1.548 0.458
C 4.467 -2.448 0.960
C 5.806 -2.305 0.658
C 6.213 -1.279 -0.183
C 5.281 -0.387 -0.680
C 3.925 -0.469 -0.345
P 2.753 0.830 -0.953
C 3.497 2.419 -0.398
C 4.841 2.687 -0.146
C 5.264 3.981 0.121
C 4.353 5.029 0.147
C 3.007 4.769 -0.067
C 2.584 3.472 -0.329
C 3.221 0.825 -2.741
C 3.355 -0.390 -3.417
C 3.620 -0.422 -4.777
C 3.742 0.763 -5.493
C 3.594 1.974 -4.836
C 3.335 2.006 -3.470
C 1.767 -2.338 2.434
C 1.936 -3.664 2.807
C 1.949 -3.984 4.155
C 1.786 -2.983 5.105
C 1.575 -1.669 4.714
C 1.552 -1.316 3.366
P 1.066 0.338 2.691
C 0.062 0.946 4.106
C 0.537 1.698 5.175
C -0.318 2.075 6.206
C -1.653 1.700 6.182
C -2.134 0.943 5.121
C -1.283 0.576 4.091
C 2.635 1.287 2.879
C 3.870 0.686 3.112
C 5.023 1.454 3.240
C 4.952 2.836 3.159
C 3.727 3.447 2.919
C 2.583 2.681 2.761
H 4.146 -3.272 1.582
H 6.529 -3.002 1.064
H 7.256 -1.177 -0.457
H 5.605 0.384 -1.366
H 5.573 1.892 -0.133
H 6.313 4.170 0.317
H 4.689 6.039 0.348
H 2.279 5.569 -0.019
H 1.527 3.270 -0.452
H 3.239 -1.323 -2.877
H 3.728 -1.375 -5.280
H 3.949 0.739 -6.555
H 3.682 2.904 -5.385
H 3.227 2.962 -2.973
H 2.033 -4.421 2.038
H 2.081 -5.013 4.464
H 1.801 -3.232 6.159
H 1.404 -0.906 5.464
H 1.578 1.994 5.216
H 0.066 2.665 7.029
H -2.319 2.006 6.980
H -3.178 0.652 5.089
H -1.668 0.010 3.251
H 3.942 -0.390 3.218
H 5.975 0.965 3.415
H 5.847 3.436 3.273
H 3.663 4.526 2.843
H 1.632 3.161 2.546
C -0.635 2.400 -2.980
C -2.146 2.459 -3.242
C -2.848 3.237 -2.130
C -2.676 1.074 -3.629
C -2.611 0.802 -4.997
C -3.031 -0.401 -5.528
C -3.528 -1.364 -4.663
C -3.586 -1.156 -3.287
C -4.144 -2.333 -2.483
C -3.380 -2.727 -1.222
C -5.634 -2.172 -2.158
C -3.142 0.076 -2.752
N -3.071 0.246 -1.339
C -4.216 0.697 -0.741
C -5.363 1.209 -1.392
C -6.475 1.661 -0.699
C -6.526 1.634 0.691
C -5.426 1.124 1.372
C -4.345 0.676 0.654
F -3.297 0.112 1.374
H -0.228 3.407 -2.851
H -0.101 1.901 -3.790
H -0.410 1.848 -2.060
H -2.284 3.055 -4.147
H -2.656 2.838 -1.138
H -3.927 3.275 -2.282
H -2.474 4.265 -2.138
H -2.227 1.571 -5.661
H -2.988 -0.581 -6.596
H -3.878 -2.311 -5.063
H -4.069 -3.183 -3.167
H -3.577 -2.018 -0.422
H -2.301 -2.756 -1.385
H -3.700 -3.723 -0.898
H -5.792 -1.396 -1.408
H -6.036 -3.113 -1.769
H -6.207 -1.898 -3.047
H -5.357 1.238 -2.475
H -7.319 2.046 -1.258
H -7.385 2.007 1.232
H -5.395 1.073 2.454
N -4.111 -4.856 2.883
C -3.553 -3.686 2.522
N -4.305 -2.583 2.579
N -2.287 -3.711 2.149
C -1.760 -2.629 1.650
N -1.216 -1.708 1.196
H -4.998 -4.889 3.351
H -3.503 -5.654 2.937
H -5.294 -2.628 2.751
H -3.921 -1.697 2.272
Cl -0.753 2.412 0.883
N -0.755 -3.102 -4.370
C -0.259 -2.772 -3.157
N -0.019 -3.773 -2.311
S 0.037 -1.146 -2.801
H -1.126 -4.024 -4.528
H -1.172 -2.345 -4.890
H -0.111 -4.727 -2.616
H 0.509 -3.589 -1.452
*
```

> Which formula does entry 2 have?

C57H57CaClFN7OP2S2

> What is the formula in the second record?

C57H57CaClFN7OP2S2